Record 1
{"formula": "CN2O3", "method": "ωB97M-V/def2-TZVPD", "species": ["C", "N", "N", "O", "O", "O"], "xyz": [[-0.586976, -0.946243, 0.670144], [-0.943797, -1.034148, 1.759825], [0.487000, 0.623848, -0.612694], [1.358988, 0.597675, 0.121969], [-0.461831, -0.661115, -0.578400], [0.146616, 1.419984, -1.360844]], "forces_ev_per_angstrom": [[0.3, 0.6, -10.1], [-1.1, -0.4, 5.5], [3.7, 4.9, -2.0], [4.5, 0.0, 4.1], [-5.8, -9.1, 5.8], [-1.7, 4.0, -3.3]], "e_tot_ha": -372.9807, "de_lowest_kcal_mol": 60.1, "mol_weight_g_mol": 88.02, "e_lumo_ev": [0.31, -5.30], "fmax_ev_per_a": 12.25, "s2": 2.027, "multiplicity": 3, "orbital_gap_ev": [7.57, 6.61]}

Record 2
{"formula": "C20H23NO3", "method": "ωB97M-V/def2-TZVPD", "species": ["C", "C", "C", "C", "C", "C", "C", "C", "O", "C", "C", "N", "C", "O", "C", "C", "C", "O", "C", "C", "C", "C", "C", "C", "H", "H", "H", "H", "H", "H", "H", "H", "H", "H", "H", "H", "H", "H", "H", "H", "H", "H", "H", "H", "H", "H", "H"], "xyz": [[2.376651, 2.098611, -1.299810], [2.105701, 0.962445, -0.362499], [1.597513, -0.233837, -0.848193], [1.324887, -1.288920, 0.001832], [1.597882, -1.165544, 1.350518], [2.125696, 0.009447, 1.871582], [2.485466, 0.072766, 3.328706], [2.341600, 1.089338, 1.010611], [2.889684, 2.285380, 1.461700], [2.104586, 3.098869, 2.303003], [0.747285, 3.506963, 1.716391], [-0.189888, 2.408994, 1.723457], [-0.785665, 1.934218, 0.604886], [-0.698491, 2.486963, -0.471259], [-1.570474, 0.657264, 0.839347], [-1.931648, -0.013708, -0.481824], [-2.151249, -1.500039, -0.316776], [-2.116913, -2.036352, 0.770192], [-2.395592, -2.283359, -1.555593], [-2.468972, -1.712288, -2.825537], [-2.693375, -2.509566, -3.932718], [-2.844933, -3.880074, -3.792578], [-2.772823, -4.457832, -2.535273], [-2.550921, -3.664609, -1.427113], [2.787835, 1.728556, -2.236375], [3.072237, 2.804241, -0.854586], [1.440691, 2.613212, -1.519304], [1.416207, -0.332192, -1.909177], [0.913988, -2.209852, -0.384801], [1.413132, -1.997503, 2.014546], [3.321820, 0.750590, 3.486207], [2.769762, -0.916553, 3.680974], [1.641751, 0.407375, 3.935723], [1.934269, 2.623675, 3.279132], [2.712943, 3.994392, 2.455935], [0.352002, 4.341899, 2.307140], [0.854906, 3.823501, 0.677165], [-0.283403, 1.889066, 2.581939], [-2.468824, 0.886350, 1.416477], [-0.961705, -0.032336, 1.429434], [-1.111945, 0.145215, -1.186063], [-2.826201, 0.438702, -0.913437], [-2.354249, -0.648215, -2.958267], [-2.750413, -2.059677, -4.913042], [-3.019283, -4.495612, -4.662780], [-2.889985, -5.525392, -2.421759], [-2.491538, -4.094571, -0.438133]], "forces_ev_per_angstrom": [[0.0, 0.1, 0.0], [0.1, 0.2, 0.2], [0.0, -0.1, 0.1], [0.0, -0.1, -0.1], [0.0, 0.1, 0.0], [0.1, 0.1, 0.1], [0.0, 0.0, -0.1], [0.0, -0.2, -0.2], [0.0, -0.5, -0.2], [-0.4, 0.4, 0.1], [0.3, 0.0, 0.0], [0.0, 0.2, 0.4], [-0.3, -0.3, 0.4], [0.0, 0.2, -0.4], [0.0, -0.1, -0.4], [0.1, 0.1, 0.5], [0.0, 0.4, 0.1], [0.0, 0.0, 0.0], [-0.1, -0.5, -0.3], [0.0, 0.0, 0.2], [0.0, 0.0, -0.2], [0.0, 0.1, 0.0], [0.0, 0.0, 0.0], [0.0, 0.1, 0.1], [0.0, 0.0, -0.1], [0.0, 0.1, -0.1], [0.0, 0.1, 0.0], [0.0, 0.0, -0.1], [0.0, -0.1, 0.0], [0.0, -0.1, 0.1], [0.0, 0.0, 0.1], [0.0, 0.0, 0.1], [0.0, 0.1, 0.1], [0.1, 0.0, 0.0], [-0.1, -0.1, 0.1], [0.1, 0.0, -0.1], [0.0, 0.1, 0.1], [0.0, -0.1, -0.1], [0.1, 0.0, 0.1], [-0.1, 0.1, 0.0], [-0.1, 0.0, -0.1], [0.0, 0.0, -0.1], [0.0, 0.1, 0.0], [0.0, 0.0, -0.1], [0.0, 0.0, -0.1], [0.0, -0.1, 0.0], [0.0, 0.0, 0.1]], "e_tot_ha": -1056.4200, "de_lowest_kcal_mol": 9.9, "mol_weight_g_mol": 325.41, "e_lumo_ev": 0.33, "fmax_ev_per_a": 0.62, "orbital_gap_ev": 8.87}

Record 3
{"formula": "C25H45Cl2LuP", "method": "ωB97M-V/def2-TZVPD", "species": ["Lu", "P", "Cl", "C", "H", "H", "C", "C", "C", "H", "C", "H", "H", "C", "H", "H", "C", "H", "H", "C", "H", "H", "H", "H", "C", "C", "H", "C", "H", "H", "C", "H", "H", "C", "H", "H", "C", "H", "H", "H", "H", "C", "H", "C", "H", "H", "C", "H", "H", "C", "H", "H", "C", "H", "H", "H", "H", "C", "C", "H", "C", "H", "C", "H", "H", "C", "H", "H", "C", "H", "H", "H", "H", "Cl"], "xyz": [[-2.256564, 0.030936, 0.504167], [0.090574, -0.169659, 0.546038], [-2.128276, -1.093858, 2.598902], [-2.170085, 1.626158, 1.389478], [-2.230867, 2.624800, 0.944643], [-2.134371, 1.606907, 2.485585], [0.320000, -2.012967, 0.490708], [0.734879, 0.433836, 2.186087], [1.716914, -2.580958, 0.194408], [0.026894, -2.289132, 1.514158], [1.709228, -4.110381, 0.345951], [2.007834, -2.329062, -0.833418], [2.466822, -2.142320, 0.858279], [0.664259, -4.755296, -0.572922], [2.707936, -4.507572, 0.128467], [1.483097, -4.364548, 1.390699], [-0.730284, -4.171141, -0.316631], [0.946849, -4.575460, -1.620510], [0.651620, -5.842176, -0.429834], [-0.726707, -2.643393, -0.451069], [-1.462360, -4.601452, -1.009517], [-1.058694, -4.429230, 0.698641], [-0.513784, -2.360012, -1.490455], [-1.735678, -2.271490, -0.209243], [1.184257, 0.643414, -0.735363], [0.952662, 1.956950, 2.199436], [-0.136643, 0.221385, 2.818659], [1.168379, 2.444381, 3.638898], [1.825171, 2.233797, 1.595023], [0.084311, 2.462201, 1.757361], [2.342571, 1.707556, 4.296155], [1.343798, 3.526830, 3.643593], [0.253496, 2.262279, 4.218523], [2.130486, 0.189172, 4.258854], [3.270901, 1.958294, 3.762280], [2.470515, 2.046154, 5.331049], [1.916025, -0.318112, 2.823355], [2.986491, -0.327899, 4.708709], [1.246971, -0.068607, 4.858347], [2.838293, -0.178433, 2.246993], [1.704551, -1.391811, 2.846339], [0.938888, 0.144573, -2.171647], [0.864810, 1.696910, -0.686931], [1.699986, 1.002816, -3.192395], [1.273943, -0.897267, -2.251443], [-0.123963, 0.158730, -2.412148], [3.202256, 1.033868, -2.893782], [1.516484, 0.620567, -4.203396], [1.300128, 2.026585, -3.162145], [3.459432, 1.489523, -1.453662], [3.619046, 0.025939, -3.032208], [3.719363, 1.691904, -3.601943], [2.700425, 0.613723, -0.445145], [4.532205, 1.461483, -1.228153], [3.136119, 2.533885, -1.336824], [3.065845, -0.415720, -0.516663], [2.912431, 0.957665, 0.568039], [-2.571392, 0.262441, -1.911974], [-2.223446, 1.510165, -1.434742], [-1.790123, -0.469389, -2.101877], [-3.209685, 2.649721, -1.449443], [-1.174874, 1.775634, -1.339608], [-4.655896, 2.161471, -1.565017], [-3.083538, 3.286388, -0.565141], [-2.960903, 3.293103, -2.309091], [-4.783867, 1.203504, -2.753708], [-4.937122, 1.639399, -0.643547], [-5.328480, 3.017940, -1.686268], [-3.894349, -0.038692, -2.572104], [-5.824828, 0.890450, -2.886251], [-4.490333, 1.736645, -3.668791], [-4.425570, -0.804399, -1.999581], [-3.662476, -0.480991, -3.551435], [-4.761985, -0.218660, 0.848202]], "forces_ev_per_angstrom": [[-5.6, -5.4, -1.3], [3.8, 0.1, -0.2], [0.4, -1.9, 1.8], [1.1, 6.6, 2.8], [0.0, 0.3, 0.6], [-0.1, 0.5, -0.1], [0.8, -0.1, 0.0], [0.3, -0.1, 0.0], [-0.3, -0.4, 0.1], [0.1, 0.0, -0.1], [0.1, 0.1, -0.1], [0.0, 0.0, 0.1], [-0.1, 0.0, -0.1], [0.0, 0.0, 0.1], [-0.1, 0.0, 0.0], [0.0, 0.0, -0.1], [0.1, 0.1, -0.1], [0.0, 0.0, 0.1], [0.0, 0.1, 0.0], [0.0, -0.1, 0.3], [0.1, 0.0, 0.1], [0.0, 0.0, -0.1], [0.0, 0.0, 0.0], [0.3, -0.2, -0.1], [0.6, -0.3, 0.2], [0.0, 0.1, 0.1], [0.1, 0.2, -0.1], [0.1, -0.2, -0.1], [0.1, 0.0, 0.1], [0.1, -0.3, 0.1], [-0.1, 0.0, 0.0], [0.0, -0.1, 0.0], [0.1, 0.0, -0.1], [0.1, 0.0, -0.1], [-0.1, 0.0, 0.0], [0.0, 0.0, -0.1], [-0.1, 0.2, 0.1], [-0.1, 0.1, 0.0], [0.1, 0.0, -0.1], [0.0, 0.0, 0.1], [0.0, 0.1, 0.0], [0.1, 0.2, 0.1], [0.0, -0.1, 0.1], [0.0, -0.1, 0.1], [0.0, 0.1, 0.0], [0.2, 0.0, 0.0], [-0.1, 0.1, 0.1], [0.0, 0.1, 0.1], [0.1, -0.1, 0.0], [0.0, -0.1, 0.1], [-0.1, 0.1, 0.0], [0.0, -0.1, 0.1], [-0.1, 0.2, -0.3], [-0.1, 0.0, -0.1], [0.0, -0.1, 0.0], [0.0, 0.1, 0.0], [0.0, 0.0, -0.2], [0.3, 2.8, -1.5], [-0.9, -0.9, -3.3], [-0.1, -0.1, 0.5], [-0.2, 0.2, 0.2], [-0.1, -0.3, 0.6], [0.1, 0.0, -0.1], [-0.1, -0.3, -0.2], [0.0, -0.1, 0.0], [0.1, 0.0, 0.1], [0.1, 0.1, -0.2], [0.1, -0.1, 0.0], [-0.2, 0.0, 0.3], [0.1, 0.0, 0.0], [0.0, -0.1, 0.0], [0.0, 0.0, 0.0], [0.0, 0.0, 0.1], [-1.2, -0.7, -0.5]], "e_tot_ha": -3476.8442, "de_lowest_kcal_mol": 0.0, "mol_weight_g_mol": 622.48, "e_lumo_ev": 2.62, "fmax_ev_per_a": 7.82, "total_charge": -1, "orbital_gap_ev": 4.93}